Arrangement P

# C4H8BrI

C4H8BrI in the gas phase (wB97M-V/def2-TZVPD, OMol25).

```
! wB97M-V def2-TZVPD RIJCOSX def2/J DEFGRID3
* xyz 0 1
C -1.5867 0.1935 -0.4861
C -0.1894 0.9252 -0.3327
Br -0.2833 2.3582 1.0906
C 1.0359 0.0551 -0.0705
C 0.8636 -1.0095 0.9386
I 1.6406 -1.0253 -1.8962
H -1.4961 -0.6296 -1.1184
H -2.4252 0.7315 -0.9821
H -2.0057 -0.1468 0.4621
H -0.2039 1.5874 -1.2656
H 1.9768 0.8095 -0.0057
H 1.7369 -0.9713 1.5846
H 0.0443 -0.8578 1.5853
H 0.8922 -2.0199 0.4960
*
```

The calculation puts the HOMO energy at -0.353 Eh. The calculation puts the LUMO energy at 0.09 eV. The value obtained for the gap between HOMO and LUMO is 0.3557 Ha. As for the structure (SMILES): C[C@@H](Br)[C@@H](C)I.

Results of the natural (NBO) charge analysis, in e, for atoms 1 through 4: -0.648, -0.243, -0.045, -0.297

***

Arrangement Q

# C4H8BrI

2 unconnected molecules or ions with the total composition C4H8BrI (wB97M-V/def2-TZVPD, OMol25).

```
! wB97M-V def2-TZVPD RIJCOSX def2/J DEFGRID3
* xyz 0 1
C -1.1633 -0.5012 -0.9675
C 0.2982 1.5502 1.5331
C 0.2633 -1.0845 -0.7088
C 0.8156 -1.0070 0.6498
Br 1.6374 -0.2257 -2.0132
I -0.2731 -1.9162 2.1292
H -1.3304 0.4596 -0.3693
H -1.8865 -1.2525 -0.7251
H -1.3851 -0.4972 -1.9657
H 0.3251 2.1779 0.6731
H -0.6392 1.5584 2.1167
H 1.2008 1.1657 1.9962
H 0.2697 -2.0167 -1.1795
H 1.8548 -0.6665 0.7821
*
```

The calculation puts the HOMO energy (alpha / beta) at -0.321 / -0.302 Eh. The calculation puts the LUMO energy (alpha / beta) at -0.23 / 0.11 eV. The value obtained for the gap between HOMO and LUMO (alpha / beta) is 0.3125 / 0.3057 Ha.

Results of the natural (NBO) charge analysis, in e, for atoms 1 through 4: -0.633, -0.508, -0.246, -0.375

***

Q: Which of them is the most stable? A: arrangement P.

***

Arrangement P

# C3H3NO4

A molecular structure, C3H3NO4 (wB97M-V/def2-TZVPD, OMol25).

```
! wB97M-V def2-TZVPD RIJCOSX def2/J DEFGRID3
* xyz 0 1
C -0.6605 0.6993 -0.0130
C 1.4540 -0.0062 -0.0389
C -0.7868 -0.6962 0.0402
H -2.4045 1.0406 -0.2520
H 0.9858 2.1139 0.4740
H -2.0694 -1.4936 1.2403
N 0.6422 1.0783 -0.2319
O -1.7213 1.6745 0.0582
O 2.6491 -0.1037 0.2984
O 0.6474 -1.0540 -0.3707
O -1.7062 -1.6656 0.0430
*
```

The calculation puts the HOMO energy at -0.319 Eh. The calculation puts the LUMO energy at -0.71 eV. The value obtained for the gap between HOMO and LUMO is 0.2926 Ha.

Results of the natural (NBO) charge analysis, in e, for atoms 1 through 4: 0.318, 0.866, 0.377, 0.488

***

Arrangement Q

# C3H3NO4

2 unconnected molecules or ions with the total composition C3H3NO4 (wB97M-V/def2-TZVPD, OMol25).

```
! wB97M-V def2-TZVPD RIJCOSX def2/J DEFGRID3
* xyz 0 1
C -2.8922 0.1188 0.1073
C -1.8126 -0.6659 0.1356
C -0.3092 -0.3018 0.0513
O -0.1312 0.9350 0.0145
O 0.4530 -1.2901 0.0332
O 4.5438 1.5515 0.4731
N 4.1268 0.6280 -0.2006
O 4.7415 -0.0659 -1.0107
H -3.8701 -0.3572 0.1532
H -2.8874 1.1873 0.0299
H -1.9623 -1.7397 0.2133
*
```

The calculation puts the HOMO energy (alpha / beta) at -0.399 / -0.404 Eh. The calculation puts the LUMO energy (alpha / beta) at -3.73 / -2.22 eV. The value obtained for the gap between HOMO and LUMO (alpha / beta) is 0.2617 / 0.3221 Ha.

Results of the natural (NBO) charge analysis, in e, for atoms 1 through 4: -0.322, -0.258, 0.671, -0.191

***

Q: Which of them is the most stable? A: arrangement P.

***

Arrangement P

# C3H3NO4

C3H3NO4 in the gas phase (wB97M-V/def2-TZVPD, OMol25).

```
! wB97M-V def2-TZVPD RIJCOSX def2/J DEFGRID3
* xyz 0 1
N 0.0699 -1.0281 1.5619
C 0.1889 -0.4335 0.4656
C -0.8834 0.3193 -0.2677
O -0.6980 0.7319 -1.4004
O -2.0054 0.4917 0.4090
C 1.6249 -0.0071 -0.0529
O 2.5339 0.0586 0.7153
O 1.7941 0.0140 -1.3689
H -0.8794 -1.0951 1.9301
H -2.6871 0.9141 -0.1403
H 0.9416 0.0342 -1.8516
*
```

The calculation puts the HOMO energy at -0.384 Eh. The calculation puts the LUMO energy at -0.83 eV. The value obtained for the gap between HOMO and LUMO is 0.3530 Ha. As for the structure (SMILES): N=C(C(=O)O)C(=O)O.

Results of the natural (NBO) charge analysis, in e, for atoms 1 through 4: -0.462, 0.045, 0.733, -0.598

***

Arrangement Q

# C3H3NO4

C3H3NO4 in the gas phase (wB97M-V/def2-TZVPD, OMol25).

```
! wB97M-V def2-TZVPD RIJCOSX def2/J DEFGRID3
* xyz 0 1
O 1.8453 -0.1339 0.1892
C 0.9420 -0.4092 -0.5343
O 0.6787 -0.5816 -1.8878
C -0.3919 -0.8176 0.1029
O -0.6469 -2.0222 -0.1635
C -1.1592 0.0819 1.0377
N -1.1552 1.3691 1.1929
O -0.2872 2.1601 0.3417
H 1.5543 -0.5666 -2.2312
H -1.8591 -0.5528 1.6990
H -0.6725 3.0262 0.7058
*
```

The calculation puts the HOMO energy at -0.371 Eh. The calculation puts the LUMO energy at -0.80 eV. The value obtained for the gap between HOMO and LUMO is 0.3417 Ha. As for the structure (SMILES): O=C(O)C(=O)/C=N\O.

Results of the natural (NBO) charge analysis, in e, for atoms 1 through 4: -0.522, 0.726, -0.645, 0.398

***

Q: Which of them is the most stable? A: arrangement P.

***

Arrangement P

# C4H6N3

2 unconnected molecules or ions with the total composition C4H6N3 (wB97M-V/def2-TZVPD, OMol25).

```
! wB97M-V def2-TZVPD RIJCOSX def2/J DEFGRID3
* xyz 1 1
C -2.0935 -0.0447 0.0677
C -1.4066 1.0533 -0.3353
C -0.1098 -1.0760 0.2133
C 1.9731 0.0887 0.0164
N -1.4110 -1.1594 0.2813
N 0.5654 0.0433 0.0618
N -0.1027 1.1482 -0.2793
H -3.2268 0.1032 0.1345
H -2.0346 1.8456 -0.6070
H 0.8175 -2.3063 0.3969
H 2.2759 0.7955 0.7593
H 2.3140 -0.8818 0.1717
H 2.4391 0.3907 -0.8813
*
```

The calculation puts the HOMO energy at -0.577 Eh. The calculation puts the LUMO energy at -6.07 eV. The value obtained for the gap between HOMO and LUMO is 0.3537 Ha.

Results of the natural (NBO) charge analysis, in e, for atoms 1 through 4: 0.131, -0.011, 0.354, -0.417

***

Arrangement Q

# C4H6N3

A gas-phase ion, C4H6N3 (charge +1) (wB97M-V/def2-TZVPD, OMol25).

```
! wB97M-V def2-TZVPD RIJCOSX def2/J DEFGRID3
* xyz 1 1
C -0.4720 -2.2789 0.2910
N -0.0357 -1.1862 -0.1290
C 0.1413 0.0465 0.3082
N -0.8858 0.8318 0.5302
C -1.8954 1.0907 -0.1529
N 1.3445 0.6036 0.5076
C 1.9606 1.4992 -0.1224
H -0.5319 -2.9728 -0.5333
H -0.7206 -2.5806 1.3118
H -2.5398 1.7692 0.4423
H -2.1829 0.7914 -1.0814
H 1.4862 1.9297 -1.0150
H 2.8367 1.8211 0.2418
*
```

The calculation puts the HOMO energy at -0.551 Eh. The calculation puts the LUMO energy at -4.81 eV. The value obtained for the gap between HOMO and LUMO is 0.3747 Ha. As for the structure (SMILES): C=NC(N=C)=[N+]=C.

Results of the natural (NBO) charge analysis, in e, for atoms 1 through 4: 0.092, -0.378, 0.633, -0.397

***

Q: Which of them is the most stable? A: arrangement Q.

***

Arrangement P

# C2H9N2O

A gas-phase ion, C2H9N2O (charge +1) (wB97M-V/def2-TZVPD, OMol25).

```
! wB97M-V def2-TZVPD RIJCOSX def2/J DEFGRID3
* xyz 1 1
N 1.5420 -0.0809 -1.1377
C 0.2868 0.2690 -1.4440
N -0.7877 0.3827 -0.0187
C -0.2617 -0.1030 1.3199
O -1.3399 -0.5700 2.0580
H 2.2313 0.6256 -0.9373
H 1.8568 -1.0321 -1.2224
H -0.3334 -0.4071 -2.0089
H 0.1332 1.2907 -1.7554
H -1.6683 -0.1048 -0.1548
H -1.0104 1.3594 0.0980
H 0.4656 -0.8850 1.1111
H 0.1672 0.7596 1.8121
H -1.2816 -1.5041 2.2800
*
```

The calculation puts the HOMO energy at -0.552 Eh. The calculation puts the LUMO energy at -3.22 eV. The value obtained for the gap between HOMO and LUMO is 0.4332 Ha. As for the structure (SMILES): NC[NH2+]CO.

Results of the natural (NBO) charge analysis, in e, for atoms 1 through 4: -0.791, 0.026, -0.622, 0.095

***

Arrangement Q

# C2H9N2O

2 unconnected molecules or ions with the total composition C2H9N2O (wB97M-V/def2-TZVPD, OMol25).

```
! wB97M-V def2-TZVPD RIJCOSX def2/J DEFGRID3
* xyz 1 1
C -1.5895 -0.2630 0.7265
C 1.6763 0.1541 0.2394
N -2.2870 0.1428 -0.3160
N 0.6649 -0.7997 -0.2683
O 0.9783 1.4673 0.0715
H -0.8013 0.3379 0.9980
H -1.9125 -1.2793 1.0871
H 2.5866 0.2596 -0.3520
H 1.8931 -0.0823 1.2941
H -2.0542 1.0855 -0.7313
H -2.9134 -0.4417 -0.8086
H 0.1674 -0.5547 -1.1119
H 0.9023 -1.7267 -0.0812
H 1.2536 2.2234 0.6353
*
```

The calculation puts the HOMO energy (alpha / beta) at -0.514 / -0.514 Eh. The calculation puts the LUMO energy (alpha / beta) at -4.76 / -4.76 eV. The value obtained for the gap between HOMO and LUMO (alpha / beta) is 0.3391 / 0.3392 Ha.

Results of the natural (NBO) charge analysis, in e, for atoms 1 through 4: 0.145, 0.096, -0.644, -0.841

***

Arrangement R

# C2H9N2O

2 unconnected molecules or ions with the total composition C2H9N2O (wB97M-V/def2-TZVPD, OMol25).

```
! wB97M-V def2-TZVPD RIJCOSX def2/J DEFGRID3
* xyz 1 1
C -2.4419 0.8543 -0.2193
C 0.7079 0.0288 -0.0359
N 1.1144 -0.1721 1.2612
N 1.3503 -0.9986 -0.8331
O 1.0139 1.2574 -0.5192
H -2.4308 1.3424 -1.1732
H -1.9076 1.2133 0.5866
H -3.1185 0.0429 -0.2103
H 2.0459 -0.3267 1.5786
H 0.5183 0.3752 1.8220
H 0.9086 -1.9622 -0.7736
H 1.2415 -0.8357 -1.8315
H 2.3375 -1.1349 -0.5424
H 1.1738 1.8546 0.2476
*
```

The calculation puts the HOMO energy (alpha / beta) at -0.448 / -0.501 Eh. The calculation puts the LUMO energy (alpha / beta) at -5.15 / -3.79 eV. The value obtained for the gap between HOMO and LUMO (alpha / beta) is 0.2592 / 0.3615 Ha.

Results of the natural (NBO) charge analysis, in e, for atoms 1 through 4: -0.468, 0.569, -0.898, -0.730

***

Q: Which of them is the most stable? A: arrangement P.

***

Arrangement P

# C2H9N2O

2 unconnected molecules or ions with the total composition C2H9N2O (wB97M-V/def2-TZVPD, OMol25).

```
! wB97M-V def2-TZVPD RIJCOSX def2/J DEFGRID3
* xyz 1 1
C 1.2725 0.9290 -0.6192
C 0.2548 0.0464 -0.7955
N -0.8907 0.1258 0.1413
N 2.2708 1.0388 -1.5360
H 1.3588 1.6478 0.2000
H 0.2370 -0.7859 -1.5022
H -1.8117 0.1626 -0.3394
H -0.9154 -0.6910 0.7858
H -0.8285 0.9664 0.8058
H 2.2996 0.4684 -2.3556
H 3.1112 1.5516 -1.2817
H -2.8900 -1.7526 2.0682
H -1.5148 -2.1073 2.5720
O -1.9538 -1.6000 1.8564
*
```

The calculation puts the HOMO energy at -0.465 Eh. The calculation puts the LUMO energy at -3.21 eV. The value obtained for the gap between HOMO and LUMO is 0.3468 Ha.

Results of the natural (NBO) charge analysis, in e, for atoms 1 through 4: 0.056, -0.247, -0.694, -0.765

***

Arrangement Q

# C2H9N2O

A gas-phase ion, C2H9N2O (charge +1) (wB97M-V/def2-TZVPD, OMol25).

```
! wB97M-V def2-TZVPD RIJCOSX def2/J DEFGRID3
* xyz 1 1
N -1.2672 1.1401 0.4197
C 0.1625 1.1254 0.4357
N 0.9250 0.0281 -0.4596
C 0.4603 -1.3285 -0.0752
O -0.8853 -1.4012 -0.4002
H -1.7472 0.8978 -0.4322
H -1.7413 1.9452 0.8212
H 0.5656 1.9949 -0.0566
H 0.6239 0.9362 1.4450
H 0.6659 0.0588 -1.4540
H 1.8865 0.3393 -0.3749
H 0.5524 -1.4292 1.0074
H 1.0559 -2.0382 -0.6613
H -1.2571 -2.2687 -0.2150
*
```

The calculation puts the HOMO energy at -0.506 Eh. The calculation puts the LUMO energy at -3.46 eV. The value obtained for the gap between HOMO and LUMO is 0.3788 Ha. As for the structure (SMILES): NC[NH2+]CO.

Results of the natural (NBO) charge analysis, in e, for atoms 1 through 4: -0.869, 0.003, -0.533, 0.097

***

Q: Which of them is the most stable? A: arrangement P.